Record 1
# C44H38F7N

A cluster of 8 separate species, C44H38F7N in total in a non-equilibrium geometry (ωB97M-V/def2-TZVPD, the Open Molecules 2025 dataset).

CARTESIAN COORDINATES (ANGSTROEM)
F  -6.90833  -22.54056  -0.50972
C  -8.08562  -22.94317  0.03378
C  -8.42753  -22.46096  1.31034
C  -9.64674  -22.90947  1.97081
C  -10.59280  -23.67636  1.22833
C  -10.26804  -24.04539  -0.09120
C  -9.01852  -23.73736  -0.69112
H  -7.73381  -21.83794  1.85531
H  -9.77724  -22.64436  3.00960
H  -11.50916  -23.96988  1.71879
H  -11.11158  -24.57153  -0.51311
H  -8.90874  -24.15572  -1.68073
F  -11.30239  -21.66521  -2.86239
C  -10.10522  -21.16159  -3.11246
C  -9.61426  -20.34119  -2.10440
C  -8.31111  -19.83360  -2.25419
C  -7.46952  -20.25700  -3.30243
C  -7.99200  -21.17697  -4.19707
C  -9.34437  -21.49381  -4.19570
H  -10.18951  -20.08104  -1.22815
H  -7.80390  -19.23097  -1.51530
H  -6.42626  -19.98377  -3.24465
H  -7.23952  -21.68428  -4.78258
H  -9.72744  -22.29508  -4.81021
F  0.68833  -20.57163  -0.34226
C  -0.53928  -20.10730  -0.58498
C  -1.57812  -20.98296  -0.37836
C  -2.89736  -20.53330  -0.46792
C  -3.08780  -19.23233  -0.89060
C  -2.05436  -18.39153  -1.32647
C  -0.71697  -18.85306  -1.12950
H  -1.33950  -22.00766  -0.13454
H  -3.78825  -21.04827  -0.14000
H  -4.11242  -18.93371  -1.05612
H  -2.26283  -17.38526  -1.65869
H  0.15211  -18.27427  -1.40536
F  -2.28261  -22.24617  -3.75684
C  -1.12899  -22.92613  -3.59978
C  -1.29048  -24.28667  -3.26061
C  -0.17626  -25.10254  -3.18720
C  1.05194  -24.50667  -3.38256
C  1.19730  -23.19300  -3.75118
C  0.11580  -22.39040  -3.84592
H  -2.25376  -24.73562  -3.06841
H  -0.40853  -26.11881  -2.90498
H  1.96945  -25.05898  -3.24287
H  2.22062  -22.87033  -3.87420
H  0.24330  -21.35813  -4.13670
F  -11.92922  -30.06245  -4.24633
C  -11.23009  -28.93915  -3.92156
C  -10.31283  -29.11283  -2.91492
C  -9.44280  -28.09657  -2.55976
C  -9.60090  -26.83269  -3.25237
C  -10.42895  -26.66583  -4.35827
C  -11.27887  -27.72775  -4.66678
H  -10.11765  -30.07975  -2.47521
H  -8.66815  -28.33878  -1.84726
H  -8.90928  -26.05690  -2.95880
H  -10.36327  -25.76758  -4.95429
H  -11.98837  -27.62987  -5.47513
F  -3.97235  -25.56030  0.07688
C  -3.02852  -24.94205  0.84855
C  -3.40175  -24.24654  1.98774
C  -2.42364  -23.54445  2.62500
C  -1.10826  -23.57848  2.29225
C  -0.73160  -24.27717  1.14346
C  -1.71220  -24.93165  0.40487
H  -4.44138  -24.15239  2.26470
H  -2.70479  -22.86451  3.41559
H  -0.40985  -22.90431  2.76567
H  0.27211  -24.19354  0.75361
H  -1.46064  -25.43082  -0.51922
F  -1.42378  -30.46906  -4.80000
C  -1.96927  -29.53582  -3.98926
C  -3.24046  -29.00140  -4.36621
C  -3.80907  -28.08969  -3.46595
C  -3.18545  -27.61150  -2.33705
C  -1.94194  -28.16079  -2.01910
C  -1.35337  -29.14755  -2.79262
H  -3.69942  -29.21658  -5.31987
H  -4.79252  -27.68961  -3.66389
H  -3.72662  -26.95167  -1.67511
H  -1.53500  -27.92042  -1.04801
H  -0.44974  -29.59577  -2.40670
C  -4.92860  -23.28543  -2.03588
C  -5.60423  -24.28138  -2.85646
N  -6.18702  -25.05376  -3.50388
H  -4.87950  -23.64245  -1.00718
H  -5.21062  -22.23506  -2.10863
H  -3.89070  -23.18072  -2.35196

- net charge = 0
- energy relative to the best compared isomer or geometry (same formula, charge and spin) (eV) = 2.080
- orbital gap (Ha) = 0.3474

Record 2
# C4H6N2

An isolated molecule of C4H6N2 in a non-equilibrium geometry (ωB97M-V/def2-TZVPD, the Open Molecules 2025 dataset).

CARTESIAN COORDINATES (ANGSTROEM)
N  1.90242  0.00458  0.37026
C  0.62824  0.16054  -0.19069
C  -0.23860  1.35283  -0.02898
C  -1.51309  0.75434  0.06298
C  -1.42534  -0.63727  0.07144
N  -0.16113  -1.03342  -0.05625
H  2.63806  0.29016  -0.27714
H  2.00695  0.73743  1.07470
H  0.64467  0.44388  -1.28614
H  -2.44907  1.29296  0.15576
H  -2.21169  -1.38097  0.14278
H  0.17858  -1.98505  -0.03874

- net charge = 0
- energy relative to the best compared isomer or geometry (same formula, charge and spin) (eV) = 3.372
- orbital gap (Ha) = 0.3152

Record 3
# C30H74BN6O11

A cluster of 5 separate species, C30H74BN6O11 in total in a non-equilibrium geometry (ωB97M-V/def2-TZVPD, the Open Molecules 2025 dataset).

CARTESIAN COORDINATES (ANGSTROEM)
C  -7.83655  -9.16347  4.57290
C  -6.89949  -8.87698  3.67285
C  -6.83456  -7.55674  2.93886
C  -5.54355  -7.36165  2.10312
N  -4.36445  -6.89190  2.82894
C  -4.71746  -5.73802  3.64748
C  -5.74610  -6.17082  4.68908
O  -6.01458  -5.22671  5.65118
B  -5.66355  -5.44567  7.00070
O  -6.69312  -5.65069  7.86523
O  -4.35563  -5.34423  7.39102
N  -7.01737  -6.41897  3.92385
H  -7.67123  -9.87967  5.36621
H  -8.81044  -8.67695  4.53897
H  -6.13322  -9.60424  3.42054
H  -7.68476  -7.50043  2.25161
H  -5.30480  -8.32624  1.66010
H  -5.75272  -6.64274  1.30892
H  -4.02206  -7.62755  3.43992
H  -3.86928  -5.28943  4.15382
H  -5.17180  -4.98461  3.00027
H  -5.43315  -7.12868  5.11814
H  -6.55787  -6.38187  8.47279
H  -3.75210  -6.07557  7.26297
H  -7.79999  -6.59667  4.55820
H  -7.22421  -5.56074  3.40631
C  -3.50467  1.37518  3.42470
O  -3.11431  1.04080  2.11012
C  -1.70678  1.01458  1.88916
C  -1.18571  -0.39648  1.72896
N  -1.24461  -1.13676  2.98232
C  -1.02675  -2.57172  2.87289
C  -1.93548  -3.39381  1.96508
O  -3.27510  -3.53745  2.42632
C  -4.11432  -2.42240  2.18471
H  -4.56922  1.60389  3.39844
H  -3.34532  0.55572  4.13650
H  -2.96648  2.25501  3.79068
H  -1.17774  1.54133  2.68910
H  -1.52149  1.55635  0.95934
H  -0.14593  -0.34872  1.39063
H  -1.77278  -0.87016  0.92994
H  -2.13835  -0.96826  3.42348
H  -1.10598  -2.98750  3.88141
H  0.00487  -2.73872  2.54531
H  -1.53217  -4.40905  1.93881
H  -1.93568  -3.03266  0.93084
H  -3.88479  -1.94100  1.23144
H  -4.05751  -1.67773  2.98179
H  -5.14523  -2.78420  2.14716
C  -0.37539  8.21867  3.88080
O  -1.60589  7.52597  3.91608
C  -2.61060  8.03139  3.04713
C  -2.84919  7.11285  1.86740
N  -1.72059  7.11339  0.94929
C  -1.73543  6.06234  -0.06038
C  -1.78669  4.60616  0.39040
O  -0.60104  4.12738  1.00279
C  -0.42526  4.49367  2.35770
H  0.19982  7.89811  4.74770
H  0.20826  7.99774  2.97966
H  -0.52482  9.30087  3.93885
H  -2.36087  9.04292  2.71197
H  -3.53501  8.08846  3.62775
H  -3.74162  7.45411  1.33262
H  -3.06888  6.11542  2.27300
H  -0.86184  7.04937  1.47861
H  -0.83452  6.18403  -0.66750
H  -2.58848  6.23804  -0.72504
H  -1.91035  3.99871  -0.51060
H  -2.65369  4.39219  1.02841
H  -1.37637  4.51486  2.89840
H  0.06826  5.46281  2.46496
H  0.22531  3.74547  2.81337
C  5.31227  2.83255  -4.13469
O  4.65806  4.00619  -3.69991
C  3.32637  4.16125  -4.16703
C  2.30904  3.92247  -3.07127
N  2.25775  2.52056  -2.68202
C  1.51726  2.24448  -1.45548
C  1.94205  2.92318  -0.15762
O  3.17227  2.46517  0.37716
C  4.33532  3.00151  -0.22047
H  6.37438  2.95370  -3.92975
H  4.96418  1.93919  -3.60386
H  5.17962  2.67399  -5.20970
H  3.13683  3.50468  -5.02303
H  3.22691  5.19496  -4.50854
H  1.32222  4.22377  -3.43923
H  2.56699  4.58714  -2.23603
H  3.20052  2.16946  -2.58163
H  1.56582  1.16472  -1.28731
H  0.46335  2.49107  -1.63210
H  1.18590  2.66993  0.58397
H  1.94111  4.01634  -0.23766
H  4.19587  4.04817  -0.50739
H  4.65153  2.43381  -1.10055
H  5.13564  2.94460  0.51696
C  4.63098  -0.65855  -5.72348
O  5.92515  -0.54463  -5.16550
C  6.58865  -1.78350  -4.94315
C  7.70650  -2.01519  -5.93745
N  7.19383  -2.26312  -7.27589
C  8.18708  -2.22425  -8.34466
C  9.01216  -0.95639  -8.54418
O  8.29179  0.15267  -9.04627
C  7.53598  0.87315  -8.09565
H  4.13483  0.30314  -5.59838
H  4.66358  -0.89429  -6.79277
H  4.04083  -1.42487  -5.21205
H  5.87309  -2.61174  -4.95420
H  7.02887  -1.73254  -3.94368
H  8.28603  -2.88553  -5.61222
H  8.36985  -1.14112  -5.89003
H  6.46725  -1.59144  -7.48203
H  7.65880  -2.41939  -9.28094
H  8.88176  -3.05819  -8.19550
H  9.76145  -1.18352  -9.30602
H  9.56367  -0.67079  -7.63935
H  8.04329  0.92026  -7.12701
H  6.53705  0.45023  -7.95128
H  7.41671  1.88674  -8.47760

- net charge = +1
- orbital gap (Ha) = 0.2416

Record 4
# C8H13F2N

An isolated molecule of C8H13F2N in a non-equilibrium geometry (ωB97M-V/def2-TZVPD, the Open Molecules 2025 dataset).

CARTESIAN COORDINATES (ANGSTROEM)
C  -1.46400  1.51612  -1.96133
C  -0.67946  1.29078  -0.86411
C  0.59862  -1.42612  1.91769
C  1.71197  -0.91995  0.81665
C  0.18742  0.10201  -0.63985
C  -0.61573  -1.26618  1.11227
C  -0.58645  2.30190  0.27342
C  0.04763  -1.10468  -1.66582
N  1.28535  0.23478  0.08363
F  -0.90565  -2.42826  0.38866
F  -1.72382  -0.96901  1.91053
H  -2.29001  2.23251  -1.91662
H  -1.29796  0.99396  -2.89547
H  0.93804  -2.44110  2.22407
H  0.66431  -0.71133  2.73634
H  2.65181  -0.58748  1.26923
H  2.00841  -1.75873  0.19779
H  -1.54240  2.55367  0.77991
H  0.06967  2.12244  1.10281
H  -0.19365  3.24595  -0.00151
H  -0.16738  -0.75101  -2.63764
H  -0.87054  -1.53444  -1.37658
H  0.91831  -1.79491  -1.45792
H  1.25551  1.09908  0.60383

- net charge = 0
- energy relative to the best compared isomer or geometry (same formula, charge and spin) (eV) = 2.155
- orbital gap (alpha / beta) (Ha) = 0.2795 / 0.2796

- What is the net charge in the third record?
  +1